DFT (ωB97M-V with the def2-TZVPD basis set) results for a structure of composition C33H78As3BrN4RuSi at a distorted geometry.

Geometry as XYZ:
```
121
Properties=species:S:1:pos:R:3:forces:R:3
Ru -0.054170 2.228430 -0.006050 1.476 2.685 -0.571
C 1.712348 4.512740 -2.292409 -0.045 -0.142 0.230
C 2.044208 4.641027 -0.808133 0.139 0.158 -0.172
N 0.912384 4.466556 0.113515 -0.188 -1.364 0.045
C 1.335016 4.656845 1.512341 -0.097 0.097 0.211
C 0.441139 3.913554 2.493490 0.244 0.124 -0.036
N 0.399028 2.466571 2.231788 -1.708 -0.363 -0.703
C 1.402349 1.630216 2.936432 0.231 -0.079 -0.060
C 2.852537 1.991646 2.672224 -0.116 0.016 -0.196
C 3.394809 1.645486 1.280184 0.009 0.019 0.274
N 2.402865 1.580560 0.189124 -1.223 -0.299 -0.099
C 3.094051 1.508876 -1.102327 0.002 -0.086 -0.176
C 2.124110 1.317024 -2.254515 0.173 -0.072 0.241
N 0.874685 2.085359 -2.115037 -1.746 0.123 0.600
C 0.759111 3.412321 -2.751827 0.163 0.158 -0.236
H 2.669011 4.419937 -2.809088 -0.007 0.042 -0.050
H 1.265700 5.445240 -2.644125 0.093 0.049 -0.074
H 2.498940 5.628120 -0.672826 0.003 -0.016 0.124
H 2.786635 3.907255 -0.513601 -0.020 0.034 0.025
H 0.201441 5.152271 -0.119877 0.036 -0.081 0.023
H 1.331323 5.714155 1.789989 0.096 0.050 -0.077
H 2.358057 4.302443 1.590314 0.020 0.051 -0.044
H -0.575604 4.295804 2.395040 0.042 -0.051 0.132
H 0.778979 4.119068 3.513177 -0.006 0.009 0.032
H -0.503163 2.122456 2.554741 0.150 0.156 0.258
H 1.211822 0.590968 2.654580 -0.051 0.042 0.077
H 1.237897 1.734482 4.012481 -0.124 -0.053 -0.013
H 3.455515 1.451966 3.402307 -0.016 0.000 0.036
H 3.005386 3.045689 2.897371 0.052 -0.017 0.076
H 3.906004 0.678974 1.330971 0.028 0.012 -0.056
H 4.149777 2.387085 1.013368 -0.009 -0.022 -0.127
H 1.884317 0.704457 0.314966 0.491 -0.199 -0.094
H 3.795830 0.667106 -1.119974 0.038 0.022 0.022
H 3.697874 2.405045 -1.243056 -0.027 0.038 0.085
H 1.851974 0.260262 -2.287857 -0.092 0.026 -0.068
H 2.626547 1.569340 -3.191370 -0.074 -0.061 -0.070
H 0.142013 1.521280 -2.532839 0.165 0.040 -0.201
H -0.271110 3.724559 -2.566408 0.052 -0.026 -0.072
H 0.884180 3.325051 -3.835459 -0.023 -0.067 -0.031
C -3.054346 4.480900 1.562857 0.075 -0.084 -0.065
As -2.224373 3.858489 -0.095719 0.538 -1.141 -0.065
C -2.061135 5.595377 -0.986570 0.180 -0.145 -0.053
C -3.749971 3.241781 -1.190293 -0.149 0.222 -0.123
C -4.509172 1.947107 -0.876642 0.162 -0.553 0.539
C -4.928109 1.893922 0.592358 0.068 0.017 -0.101
C -3.698456 0.713329 -1.251393 0.314 0.102 0.006
As -1.914255 0.359492 -0.461130 1.081 -0.097 0.950
C -1.700278 -1.367841 -1.348289 0.134 0.182 -0.066
C -2.276388 -0.293462 1.341765 -0.161 -0.045 -0.093
C -5.771413 2.013199 -1.766235 -0.958 0.643 -0.681
As -7.074449 0.518119 -2.053036 2.518 -0.939 1.295
C -7.408549 -0.367697 -0.333450 -0.947 0.299 -0.215
C -6.079791 -0.813179 -3.102655 -0.700 0.184 -0.672
H -4.042549 4.881937 1.343473 0.000 0.036 -0.016
H -2.439230 5.279030 1.978780 -0.059 0.013 -0.044
H -3.145832 3.689800 2.304175 0.026 -0.021 -0.035
H -3.063719 5.974281 -1.177698 -0.023 0.011 0.062
H -1.538384 5.513748 -1.939322 0.001 -0.034 0.033
H -1.542935 6.317389 -0.354337 -0.031 -0.039 0.027
H -3.361909 3.198520 -2.213646 0.008 0.059 0.017
H -4.450802 4.078949 -1.150244 -0.009 0.055 -0.035
H -4.053320 1.870337 1.247112 -0.168 -0.017 -0.057
H -5.518086 0.998433 0.781150 0.092 0.012 0.156
H -5.535778 2.761386 0.851858 0.007 0.023 0.075
H -3.520032 0.707989 -2.331368 0.013 -0.054 -0.005
H -4.284108 -0.177031 -1.010822 0.154 -0.087 0.040
H -2.564752 -1.986065 -1.110553 -0.033 -0.025 0.035
H -0.797064 -1.852162 -0.980532 -0.047 0.066 0.000
H -1.629402 -1.253690 -2.429094 0.015 0.046 -0.023
H -3.086211 -1.020954 1.337557 -0.038 -0.063 0.068
H -2.519531 0.511609 2.033845 -0.005 0.037 -0.070
H -1.358440 -0.775589 1.684276 -0.049 -0.034 -0.083
H -5.490938 2.273671 -2.791692 -0.046 -0.023 0.017
H -6.399892 2.828258 -1.400801 -0.007 0.084 -0.069
H -7.681751 0.379502 0.409712 0.009 0.014 -0.056
H -6.571248 -0.971271 0.022011 0.205 0.157 -0.410
H -8.267349 -1.020139 -0.477791 -0.042 -0.116 0.047
H -5.541643 -0.306900 -3.903725 -0.051 0.063 0.067
H -6.804826 -1.480480 -3.563548 -0.014 -0.113 -0.043
H -5.388012 -1.413160 -2.508722 -0.218 0.270 0.337
C -0.207287 -4.425794 1.931358 -0.048 -0.107 0.099
C 0.717762 -4.968409 0.837770 0.351 0.416 -0.315
C -0.118761 -5.127556 -0.437802 -0.050 -0.115 0.085
C 1.252180 -6.347660 1.242923 -0.037 -0.099 -0.017
Si 2.222826 -3.790997 0.506146 0.281 -0.318 0.391
Br 1.326571 -1.682890 0.751112 -0.349 0.583 0.063
C 3.561512 -3.773908 1.923358 -0.447 0.089 -0.670
C 4.531034 -4.930596 1.652931 0.124 -0.029 0.140
C 2.913720 -3.931044 3.301353 0.088 -0.017 0.068
C 4.344114 -2.453367 1.947413 0.162 -0.084 0.071
C 2.882992 -3.713689 -1.308891 -0.085 -0.037 0.158
C 4.102576 -2.785904 -1.404164 -0.010 -0.048 0.039
C 1.830600 -3.188613 -2.298949 -0.042 -0.059 -0.016
C 3.311277 -5.118811 -1.763899 0.005 -0.033 0.032
H -0.996220 -5.158625 2.123131 0.005 -0.057 -0.017
H -0.696738 -3.498756 1.626036 0.039 0.014 0.005
H 0.304829 -4.252306 2.875841 -0.005 0.035 0.001
H -0.958067 -5.796616 -0.227462 -0.024 -0.009 0.014
H 0.450844 -5.576530 -1.250461 -0.059 0.024 -0.020
H -0.536519 -4.175685 -0.776365 0.037 -0.004 -0.025
H 0.416043 -7.044707 1.345945 -0.030 0.005 -0.030
H 1.765486 -6.330917 2.202011 0.057 -0.015 -0.028
H 1.926281 -6.764422 0.491220 0.024 -0.015 0.025
H 4.024336 -5.893686 1.576908 0.012 -0.011 -0.034
H 5.244557 -5.010341 2.478064 0.007 0.010 0.003
H 5.111300 -4.767437 0.743476 -0.006 -0.043 0.003
H 2.469210 -4.911867 3.453037 -0.075 0.012 0.009
H 2.160689 -3.162087 3.487632 -0.026 -0.018 -0.005
H 3.684621 -3.813231 4.068386 0.034 -0.019 -0.014
H 4.811016 -2.213267 0.994245 -0.015 0.047 0.041
H 5.146018 -2.543093 2.686119 0.004 -0.006 0.010
H 3.712181 -1.619101 2.257022 -0.005 -0.002 -0.022
H 3.880150 -1.778581 -1.038825 0.035 -0.027 0.026
H 4.408813 -2.698508 -2.450051 -0.027 -0.036 -0.032
H 4.956328 -3.183739 -0.856751 0.013 0.080 0.019
H 1.424090 -2.217968 -2.001264 0.032 -0.009 0.006
H 1.003983 -3.884775 -2.427728 -0.017 0.068 -0.008
H 2.298936 -3.062667 -3.279014 0.043 -0.025 -0.010
H 4.053684 -5.560868 -1.098356 -0.013 -0.030 -0.018
H 3.762956 -5.056437 -2.757278 0.006 0.006 -0.016
H 2.464702 -5.801740 -1.839458 0.031 -0.036 0.034
```
Forces are in eV/Å.

The total energy is -11188.0451 a.u. The calculation puts the highest occupied orbital energy (spin up / spin down) at -15.00 / -15.00 eV. Its energy above the lowest of the compared OMol25 structures with the same formula, charge and spin is 0.000 eV. As for the multiplicity: 2. The calculation puts the LUMO energy (spin up / spin down) at -7.393 / -11.268 eV. As for the total charge: +3.